{
  "formula": "C5H23N2O7",
  "method": "the ωB97M-V functional and the def2-TZVPD basis",
  "lumo_ev": -2.45,
  "de_lowest_kj_mol": 0.0,
  "multiplicity": 1,
  "max_force_ev_per_a": 1.007,
  "charge": 1,
  "total_energy_ha": -840.33356,
  "orbital_gap_ev": 10.03,
  "species": ["O", "C", "C", "C", "C", "N", "C", "N", "H", "H", "H", "H", "H", "H", "H", "H", "H", "H", "H", "H", "H", "O", "H", "H", "O", "H", "H", "O", "H", "H", "O", "H", "H", "O", "H", "H", "O"],
  "coordinates": [[-1.49964, -0.57893, 2.69226], [-2.35277, -0.57451, 1.83277], [-2.38215, 0.43140, 0.70492], [-1.78656, 1.79709, 1.04840], [-0.31196, 1.78576, 1.45612], [2.38721, 1.02391, 1.67267], [1.79572, 1.00421, 0.49653], [0.55385, 1.38798, 0.34032], [-3.12432, -1.35773, 1.90851], [-1.90545, -0.05107, -0.16476], [-3.43309, 0.57526, 0.42585], [-1.93705, 2.48963, 0.20958], [-2.37083, 2.24258, 1.86844], [-0.17393, 1.11386, 2.29739], [-0.04696, 2.80592, 1.77452], [1.85335, 1.07655, 2.52623], [3.32167, 0.65657, 1.74916], [2.37331, 0.80160, -0.39527], [0.13707, 1.40211, -0.58318], [-1.16772, -2.61877, -2.57237], [-0.85319, -2.10437, -1.12584], [-0.65046, -1.97041, -2.08847], [2.30643, 2.32223, -2.89147], [1.04313, 1.51899, -2.49834], [1.88218, 1.88460, -2.14334], [-0.62695, -0.23709, -2.45637], [-1.23638, 1.01127, -3.17130], [-0.61151, 0.74877, -2.48862], [2.58016, -2.18327, -2.15056], [1.07632, -1.76171, -1.92724], [1.99749, -1.65366, -1.59870], [-0.13467, -1.92889, 0.90413], [-1.16093, -3.07575, 1.07024], [-0.99229, -2.28418, 0.56572], [1.79473, -1.72344, 0.12520], [2.06441, -2.35234, 1.49793], [1.59174, -1.62418, 1.08897]],
  "forces_ev_per_angstrom": [[-0.2146, 0.2877, 0.0726], [0.5967, -0.0183, 0.7225], [-0.5715, -0.1403, -0.1226], [-0.0124, 0.0319, 0.1099], [-0.2136, 0.6687, -0.0086], [0.2405, -0.0417, 0.0359], [-0.4056, 0.9188, 0.0686], [-0.1579, -0.4346, 0.4913], [-0.2789, 0.2047, -0.4575], [-0.0917, 0.2456, 0.2495], [0.1371, -0.0477, -0.0830], [0.1298, -0.2099, 0.0126], [0.3105, -0.2080, -0.0960], [-0.0098, -0.1165, -0.0299], [0.1310, -0.2364, -0.1253], [0.0217, 0.1049, -0.0347], [-0.0916, 0.0070, -0.0273], [-0.0430, -0.1792, 0.0184], [0.2846, -0.0039, -0.1491], [-0.0119, -0.0847, -0.1114], [-0.0976, -0.2716, -0.1673], [-0.0928, 0.2136, 0.3435], [-0.0174, -0.0654, 0.1685], [0.4080, 0.1285, 0.0213], [-0.2436, 0.0354, -0.5362], [-0.1729, 0.3934, -0.1254], [-0.0318, 0.0250, 0.0138], [0.0572, -0.3416, 0.1500], [-0.0917, -0.0096, -0.0416], [0.5374, -0.2758, -0.1582], [-0.2918, 0.2101, 0.1558], [-0.1838, -0.2900, 0.0959], [-0.0898, -0.4306, 0.1981], [0.4064, 0.2837, -0.6013], [0.1251, 0.0047, 0.1894], [0.0298, -0.1627, 0.2427], [0.0002, -0.1952, -0.4852]]
}

{
  "formula": "C5H24N2O7",
  "method": "the ωB97M-V functional and the def2-TZVPD basis",
  "lumo_ev": -0.21,
  "smiles": "CNC(=O)CN(C)C.O.O.O.O.O.O",
  "de_lowest_kj_mol": 427.5,
  "multiplicity": 1,
  "max_force_ev_per_a": 5.070,
  "charge": 0,
  "total_energy_ha": -840.98481,
  "orbital_gap_ev": 8.54,
  "species": ["C", "N", "C", "O", "C", "N", "C", "C", "H", "H", "H", "H", "H", "H", "H", "H", "H", "H", "H", "H", "O", "H", "H", "O", "H", "H", "O", "H", "H", "O", "H", "H", "O", "H", "H", "O", "H", "H"],
  "coordinates": [[-1.39349, -0.82513, 1.53869], [-2.11163, 0.33640, 1.09241], [-1.42969, 1.28388, 0.28062], [-2.10058, 1.77385, -0.57717], [0.12018, 1.33919, 0.37694], [0.77650, 1.27800, -1.02054], [0.33390, 0.10654, -1.80509], [2.20697, 1.30111, -0.72076], [-0.55320, -0.53305, 2.21948], [-0.98169, -1.42501, 0.70677], [-2.06526, -1.48968, 2.05398], [-3.10995, 0.30993, 0.92416], [0.46064, 0.82703, 1.23860], [0.31333, 2.37327, 0.78413], [0.90305, -0.80431, -1.62518], [0.73126, 0.57792, -2.86358], [-0.81475, 0.20807, -1.65946], [2.48839, 0.29727, -0.12750], [2.35114, 2.32374, -0.28483], [2.81266, 1.11680, -1.59965], [2.12792, -1.85198, 2.06272], [2.81586, -1.69438, 2.70584], [1.83977, -2.78895, 2.32230], [-0.26515, 2.23081, 3.32930], [-0.83190, 1.67178, 2.89111], [-0.57004, 3.02233, 2.96653], [-1.37781, 2.87811, -2.86376], [-0.89030, 2.19023, -3.37539], [-1.73195, 2.39414, -2.19510], [0.74169, -3.98115, -0.70430], [0.18714, -3.48464, -1.36272], [1.39335, -3.26778, -0.56135], [-3.81631, -0.84309, -1.48644], [-3.91166, 0.04779, -1.78296], [-3.73515, -0.65087, -0.58571], [2.84146, -1.92314, -0.39980], [3.73265, -2.34835, -0.43163], [2.51265, -1.97669, 0.53935]],
  "forces_ev_per_angstrom": [[0.8717, -0.5681, 0.4145], [1.5005, 1.6300, 0.0450], [-0.0198, -3.3500, 0.6083], [-0.6865, 1.8185, -0.8201], [-1.2291, 3.1165, -1.5681], [-0.6480, -0.8127, 3.2345], [0.0054, 3.7909, -2.0138], [-0.1083, -1.6685, 0.8549], [-0.8163, -0.5242, -0.4717], [0.0288, 0.3192, 0.1968], [-0.2403, -0.1319, 0.4483], [0.3655, -0.0177, 0.0889], [0.8551, -1.6319, 0.1551], [-0.1299, -0.4958, -0.8371], [-0.5246, -0.3526, 0.3052], [-1.5393, -1.9942, 1.8282], [2.0143, -1.3272, -1.0716], [-0.3077, 2.6317, -0.3563], [0.6990, -1.2855, 0.0128], [-0.0591, 0.6122, -0.5780], [-1.1751, -2.4407, 1.1503], [0.4969, 0.4623, 0.2530], [0.2737, 1.8664, -0.6520], [2.2796, 0.1951, 1.9890], [-2.1063, -2.8207, -1.2742], [-0.3467, 2.6474, -0.5322], [2.2119, 1.2370, -4.3912], [-0.4398, 1.0434, 0.4305], [-1.6354, -1.8663, 3.4837], [-0.6412, 1.6069, -0.9304], [0.3347, -1.1161, 0.7596], [0.3521, -0.4906, 0.0494], [-0.1411, -0.8143, -1.3992], [-0.1135, 1.0369, -1.1149], [0.2943, -0.2788, 2.3197], [0.6923, -0.7735, -0.0292], [-1.1950, 0.4830, 0.1344], [0.8273, 0.2639, -0.7221]]
}